{"formula": "C19H42GaNO2P3S", "method": "the ωB97M-V functional and the def2-TZVPD basis", "symbols": ["Ga", "S", "P", "P", "P", "O", "O", "N", "C", "C", "C", "C", "C", "C", "C", "C", "C", "C", "C", "C", "C", "C", "C", "C", "C", "C", "C", "H", "H", "H", "H", "H", "H", "H", "H", "H", "H", "H", "H", "H", "H", "H", "H", "H", "H", "H", "H", "H", "H", "H", "H", "H", "H", "H", "H", "H", "H", "H", "H", "H", "H", "H", "H", "H", "H", "H", "H", "H", "H"], "xyz": [[-0.2107, -1.3797, -1.2781], [3.7422, 1.1091, -3.0776], [-1.0350, -3.3293, -0.1708], [-0.9480, 0.4768, 0.4186], [4.4057, 1.0062, 0.3271], [-1.3040, -0.6339, -2.8619], [-3.3998, -0.9136, -2.0120], [-4.6211, 0.2388, -3.8339], [-0.0412, 0.4785, 2.0093], [1.8314, 4.6305, -2.9296], [2.7730, 3.6316, -2.7049], [3.9787, -0.5036, 1.2370], [3.7692, 2.4155, 1.2912], [-3.1529, 0.2852, -4.0472], [-1.3467, -3.2096, 1.6365], [1.6569, -1.1062, -2.2556], [-0.5282, 2.0930, -0.3517], [0.3849, 3.0377, -4.0410], [-2.6943, 0.6470, 0.9221], [0.1656, -4.6910, -0.3316], [6.2135, 1.1008, 0.4468], [0.6379, 4.3473, -3.5897], [2.5720, 2.3521, -3.2508], [-2.5921, -0.4794, -2.8582], [1.3720, 2.0668, -3.9233], [-2.5971, -3.9739, -0.8487], [1.5536, -0.8632, -0.8616], [1.9622, -1.6255, -0.1752], [6.6078, 0.2030, 0.9390], [-1.8998, -2.2893, 1.8715], [-3.2690, 1.1822, 0.1573], [-2.8258, 1.3330, -4.0670], [1.1672, -0.5520, -3.0622], [3.6722, 3.8086, -2.1105], [3.1289, 2.0645, 2.1078], [0.1210, -0.5573, 2.3449], [3.0886, -0.3429, 1.8637], [-3.1525, -3.1430, -1.3016], [-4.7486, -0.3117, -2.9479], [2.0465, 5.6554, -2.6104], [3.7701, -1.2956, 0.4997], [-0.1514, -5.6044, 0.2017], [1.2419, 1.0783, -4.3591], [4.8286, -0.8213, 1.8601], [-1.9389, -4.0679, 1.9946], [2.5477, -1.6057, -2.6561], [4.0433, 1.3318, -1.7581], [-0.5550, 2.7718, -4.5229], [-2.8800, -0.2202, -4.9780], [0.2969, -4.9344, -1.3970], [-5.0957, -0.1904, -4.6329], [-3.1439, -0.3461, 1.0410], [-2.3960, -4.7275, -1.6199], [6.5004, 2.0064, 0.9968], [-0.0988, 5.1231, -3.7797], [-0.3977, -3.1940, 2.1905], [0.5539, 2.2021, -0.4914], [-0.6131, 1.0007, 2.7951], [-0.9887, 2.1570, -1.3447], [0.9414, 0.9661, 1.9144], [3.1817, 3.0500, 0.6101], [-2.7915, 1.1897, 1.8753], [1.1395, -4.3742, 0.0725], [6.6177, 1.1500, -0.5789], [4.6201, 2.9889, 1.6830], [-3.2193, -4.4290, -0.0646], [1.7015, 0.1585, -0.5132], [-4.9941, 1.1856, -3.7439], [-0.8891, 2.9370, 0.2558]], "forces_ev_per_angstrom": [[-3.87, 0.32, 0.60], [0.31, -0.49, -0.63], [-0.47, -1.51, 0.32], [-0.54, 0.45, -0.23], [0.11, -0.01, 0.59], [-0.25, -0.16, 0.90], [1.24, 0.57, -0.89], [-0.48, 0.48, -0.81], [0.28, -0.31, 0.23], [0.29, 0.35, 0.15], [-0.05, -0.04, 0.05], [-0.13, -0.60, -0.01], [-0.19, 0.22, -0.31], [0.15, -0.02, 0.06], [0.22, 0.62, 0.09], [2.10, -0.42, -2.15], [-0.09, 0.05, 0.02], [0.44, 0.07, -0.01], [-0.27, -0.02, 0.16], [0.38, 0.01, -0.15], [0.32, 0.05, -0.72], [-0.17, -0.64, -0.22], [-0.81, 0.53, 0.25], [0.55, -0.96, 1.30], [-0.19, 0.09, -0.09], [-0.29, 0.27, -0.33], [1.69, 0.50, 1.14], [0.14, 0.50, -0.63], [-0.06, 0.29, -0.14], [0.09, -0.27, -0.03], [0.16, -0.15, 0.10], [0.09, -0.43, -0.02], [0.07, 0.42, 0.69], [-0.20, 0.19, -0.35], [0.17, 0.15, -0.11], [-0.03, 0.32, -0.02], [0.28, -0.12, -0.22], [0.03, -0.28, 0.14], [-0.06, 0.09, -0.17], [-0.15, -0.44, 0.00], [0.24, 0.21, 0.51], [-0.06, 0.49, -0.16], [-0.09, 0.22, 0.06], [-0.36, 0.15, -0.10], [0.25, 0.22, -0.40], [-0.69, -0.76, 0.07], [0.39, 0.13, 0.58], [0.24, 0.25, -0.02], [-0.02, 0.20, 0.14], [-0.03, 0.06, 0.32], [-0.14, -0.09, 0.25], [0.05, 0.23, -0.01], [0.03, 0.19, 0.15], [0.02, -0.30, -0.19], [0.17, -0.05, 0.15], [-0.21, 0.02, -0.19], [-0.15, -0.08, 0.06], [0.18, -0.14, -0.42], [0.04, -0.02, 0.18], [-0.35, -0.17, -0.07], [0.14, 0.01, 0.40], [0.09, -0.12, -0.35], [-0.27, -0.14, -0.11], [0.15, 0.04, 0.49], [-0.39, -0.08, -0.02], [0.33, 0.13, -0.17], [-0.27, 0.17, 0.23], [-0.23, -0.16, 0.16], [0.10, -0.31, -0.10]], "homo_energy_ev": [-16.37, -15.56], "orbital_gap_ev": [7.30, 4.52], "e_above_lowest_kcal_mol": 98.9, "charge": 3}

***

{"formula": "C19H43Cl3HfOSi4", "method": "the ωB97M-V functional and the def2-TZVPD basis", "symbols": ["Hf", "Cl", "Cl", "Cl", "Si", "Si", "Si", "Si", "O", "C", "C", "C", "C", "C", "C", "C", "C", "C", "C", "C", "C", "C", "C", "C", "C", "C", "C", "C", "H", "H", "H", "H", "H", "H", "H", "H", "H", "H", "H", "H", "H", "H", "H", "H", "H", "H", "H", "H", "H", "H", "H", "H", "H", "H", "H", "H", "H", "H", "H", "H", "H", "H", "H", "H", "H", "H", "H", "H", "H", "H", "H"], "xyz": [[0.3449, 0.5224, -1.9465], [-1.2126, 2.1736, -1.4322], [-4.2485, -0.7485, -0.4128], [-0.2309, -1.2504, -0.4564], [-0.1442, 2.3302, 2.4621], [-1.4780, -1.1523, 2.9266], [0.0866, 0.0902, 1.7624], [2.2429, -0.5986, 2.2915], [2.0302, 1.1772, -1.5670], [-1.2323, 1.9440, -4.8670], [2.3086, -2.4803, 2.2852], [-0.7680, 0.6854, -4.2500], [-0.7481, -1.4534, 4.6403], [-1.2062, -2.9448, -3.5075], [3.5101, 0.0804, 1.0717], [-3.0656, -0.1631, 3.0632], [-0.7545, -1.5314, -3.6372], [0.6067, 0.2773, -4.1907], [1.8129, -1.9582, -3.6012], [-1.8368, -2.7831, 2.0670], [-1.5914, -0.4342, -3.9527], [0.6169, -1.1027, -3.7268], [1.7680, 1.0418, -4.6920], [-1.7746, 3.0464, 1.8855], [-3.0609, -0.4969, -4.1479], [2.7201, 0.0568, 4.0034], [1.3219, 3.2681, 1.7670], [-0.1421, 2.3230, 4.3482], [0.2261, -1.9552, 4.6022], [3.1252, -2.8127, 2.9457], [1.3798, -2.9522, 2.6314], [-1.6662, 3.4707, 0.8814], [3.7340, -0.3049, 4.2328], [3.4954, 1.1762, 1.0094], [-3.3252, -0.7666, -5.1781], [-0.4583, -3.5792, -3.0243], [2.8360, 1.7242, -1.5530], [1.8425, 0.9425, -5.7932], [-0.5404, 2.7746, -4.7043], [-2.1281, -3.0033, -2.9173], [-2.2112, 2.2466, -4.4531], [2.6637, -1.4109, -3.1726], [0.8013, 1.9678, 4.7789], [-0.6390, -0.5283, 5.2220], [1.2702, 3.3407, 0.6714], [-2.0669, 3.8509, 2.5748], [4.5137, -0.2192, 1.4145], [-2.4673, -3.3770, 2.7479], [2.7302, 0.6954, -4.2863], [-3.5290, -1.2109, -3.4720], [-2.5812, 2.3037, 1.8496], [2.7418, 1.1542, 4.0332], [-2.4143, -2.6032, 1.1485], [-0.9365, -3.3649, 1.8325], [-1.4514, -2.1094, 5.1731], [1.2830, 4.2860, 2.1817], [-3.7745, -0.7535, 3.6650], [1.7061, 2.1235, -4.4834], [-3.5119, -0.0449, 2.0593], [-1.3649, 1.8517, -5.9625], [3.3656, -0.3184, 0.0573], [2.0468, -0.2988, 4.7947], [-2.9391, 0.8262, 3.5272], [-0.2937, 3.3668, 4.6597], [-1.4185, -3.3837, -4.4973], [-0.9622, 1.7236, 4.7695], [2.1290, -2.3419, -4.5878], [-3.5239, 0.4623, -3.9243], [1.6269, -2.8426, -2.9538], [2.2874, 2.8255, 2.0398], [2.5241, -2.8502, 1.2736]], "forces_ev_per_angstrom": [[-3.47, -1.85, 2.20], [-0.51, 0.93, -0.22], [-0.12, -0.10, -0.21], [-0.09, -2.08, -2.20], [0.21, -3.11, -0.06], [1.05, 1.10, -0.87], [0.44, 2.16, 0.52], [-2.09, 0.98, 0.01], [3.21, 1.53, -0.16], [-0.78, 0.86, -0.15], [0.59, -0.42, 0.14], [0.72, -0.93, -0.57], [-0.44, -0.46, 0.52], [-0.31, -0.19, 0.52], [0.75, -0.23, -0.07], [-0.43, -0.22, 0.11], [0.97, 0.83, -0.62], [-0.69, -1.17, -0.22], [0.69, -0.91, 0.17], [-0.42, -0.35, 0.34], [1.05, -0.07, -0.02], [-1.25, 0.77, -1.07], [0.87, 0.58, -0.80], [-0.13, 0.57, 0.03], [-0.42, 0.10, 0.40], [0.78, -0.31, 0.23], [0.11, 0.86, 0.11], [-0.03, 1.11, 0.48], [-0.15, 0.08, -0.06], [-0.08, -0.14, -0.12], [0.17, 0.24, -0.08], [-0.08, -0.05, 0.18], [0.12, 0.10, 0.28], [-0.14, -0.21, 0.07], [0.14, 0.01, 0.00], [-0.08, 0.15, 0.03], [-0.83, -0.64, 0.17], [0.02, 0.07, 0.27], [-0.05, -0.07, 0.06], [0.16, -0.02, -0.01], [0.44, -0.05, -0.13], [-0.10, -0.16, -0.06], [-0.19, 0.03, -0.18], [-0.01, -0.16, -0.25], [-0.08, -0.10, 0.27], [-0.14, 0.04, -0.10], [0.06, 0.08, -0.13], [0.04, -0.13, -0.17], [-0.35, 0.03, 0.00], [0.00, -0.01, 0.10], [0.29, 0.11, 0.00], [-0.06, -0.24, -0.11], [0.18, 0.06, 0.17], [-0.11, 0.16, 0.02], [0.11, -0.08, 0.31], [0.25, 0.12, -0.15], [-0.08, 0.22, -0.01], [-0.02, -0.33, 0.00], [0.19, -0.07, 0.27], [0.08, -0.14, 0.32], [-0.06, 0.08, 0.33], [0.07, 0.08, -0.29], [0.04, -0.32, -0.05], [-0.02, 0.13, 0.54], [0.08, 0.23, 0.15], [0.19, 0.14, -0.31], [0.00, 0.08, 0.23], [-0.06, 0.06, 0.02], [0.09, 0.62, -0.29], [-0.23, -0.01, 0.03], [-0.10, 0.04, 0.16]], "homo_energy_ev": 1.55, "orbital_gap_ev": 2.47, "charge": -2}

***

{"formula": "C19H43ClN6O10", "method": "the ωB97M-V functional and the def2-TZVPD basis", "symbols": ["Cl", "O", "O", "O", "O", "O", "O", "O", "O", "O", "O", "N", "N", "N", "N", "N", "N", "C", "C", "C", "C", "C", "C", "C", "C", "C", "C", "C", "C", "C", "C", "C", "C", "C", "C", "C", "H", "H", "H", "H", "H", "H", "H", "H", "H", "H", "H", "H", "H", "H", "H", "H", "H", "H", "H", "H", "H", "H", "H", "H", "H", "H", "H", "H", "H", "H", "H", "H", "H", "H", "H", "H", "H", "H", "H", "H", "H", "H", "H"], "xyz": [[28.4114, 7.9781, -7.9280], [27.6015, 9.0199, -8.4897], [30.7869, 2.9549, -9.6086], [31.1437, 7.9078, -2.1056], [25.9304, 7.2944, -13.0164], [28.9952, 8.4031, -6.7097], [23.8953, 9.5671, -6.4948], [27.6723, 6.7682, -7.6599], [23.9956, 2.1612, -6.8530], [29.4012, 7.5839, -8.9231], [32.4178, 12.4131, -6.3482], [25.2822, 1.7300, -7.1166], [29.3031, 4.6468, -10.0030], [24.6778, 8.0698, -5.1314], [24.5009, 5.6726, -12.5383], [31.1538, 10.6662, -6.7441], [29.7958, 8.4791, -3.8508], [28.0331, 0.8298, -6.5886], [26.8985, -0.1447, -6.7830], [25.9904, 3.7379, -8.2226], [24.6087, -0.6011, -6.9206], [30.9403, 8.1166, -3.3134], [26.3699, 2.7640, -7.0758], [25.4758, 0.6573, -4.8867], [25.4195, 6.5668, -12.1754], [25.8391, 6.5233, -10.7286], [24.3658, 8.4293, -6.3832], [27.7337, 2.1323, -7.3830], [30.5198, 12.1156, -4.8825], [31.4861, 11.7273, -5.9574], [32.0864, 8.0403, -4.3261], [25.5779, 0.4836, -6.3889], [30.5789, 4.6349, -7.9553], [26.4546, 3.6260, -5.7867], [30.1998, 3.9687, -9.2467], [24.3377, 7.3393, -7.4297], [28.5414, 2.7928, -7.0689], [26.3570, 1.0802, -4.4051], [23.5892, -0.6556, -6.5373], [24.1385, 5.0222, -11.8620], [25.7310, 3.2328, -9.1540], [27.1723, 3.2272, -5.0669], [29.6476, 4.9043, -7.4529], [33.0664, 7.9800, -3.8576], [24.6954, 7.0805, -4.9386], [25.2540, 7.5337, -7.9884], [24.3462, 6.3832, -6.9091], [29.1521, 5.5944, -9.6819], [26.2488, 7.4930, -10.4495], [26.8210, 4.4197, -8.4095], [31.8508, 7.1800, -4.9583], [25.5467, 3.8636, -5.2335], [30.0155, 11.2430, -4.4663], [25.1601, 6.1825, -9.9483], [29.6665, 8.5034, -4.8526], [27.1320, -0.9304, -6.0621], [30.9878, 12.6256, -4.0418], [25.0217, -1.5521, -6.5757], [24.0707, 5.8645, -13.4292], [27.6935, 1.9681, -8.4602], [29.0436, 4.3259, -10.9198], [24.3272, 8.6994, -4.4274], [32.2088, 8.8214, -5.0778], [30.2977, 10.1342, -6.8016], [26.6522, 5.7931, -10.7158], [31.0102, 5.6087, -8.2000], [28.9604, 0.3703, -6.9360], [31.3252, 4.1428, -7.3379], [23.4405, 7.4421, -8.0358], [28.2086, 0.9461, -5.5179], [26.9211, -0.5191, -7.8062], [26.9040, 4.5719, -6.0962], [24.6169, 1.2417, -4.5608], [24.6093, -0.6164, -8.0093], [29.1095, 8.9219, -3.2598], [29.7562, 12.7804, -5.2863], [31.8276, 10.4133, -7.4494], [25.1209, 4.3329, -7.9434], [25.3738, -0.3639, -4.5124]], "forces_ev_per_angstrom": [[-0.46, -1.69, -2.64], [-0.25, -0.09, 0.43], [-0.70, -0.18, -0.13], [-0.61, 0.39, -1.46], [-0.17, 0.12, 0.59], [1.18, 0.99, 1.32], [0.75, -0.66, -1.23], [-0.95, -0.01, 0.32], [3.91, -0.94, -1.15], [0.46, 0.66, 0.51], [0.57, 0.31, 1.22], [-2.35, 1.12, 2.25], [-0.01, 0.10, 0.87], [0.78, -1.37, 0.93], [-0.99, -0.69, -0.22], [-0.02, -0.93, 0.05], [-1.75, 0.66, -0.31], [0.02, 0.22, -0.98], [1.49, 0.82, 0.76], [0.18, 0.15, 0.22], [-0.37, -0.59, 0.78], [2.95, 0.18, 1.46], [-1.07, 1.33, -0.59], [-0.03, -0.52, 0.51], [0.85, 0.81, 0.08], [0.96, 0.06, 0.01], [-2.84, 1.72, 0.29], [-0.07, -0.76, 1.07], [-0.26, -0.31, 0.84], [-0.47, 0.45, -2.20], [0.09, -0.58, -0.44], [-1.43, -1.28, -1.17], [-0.51, 1.23, -0.03], [0.63, -0.09, 0.12], [1.72, -0.72, -0.45], [0.64, 0.91, 0.52], [-0.21, 0.57, -0.66], [0.08, 0.08, -0.24], [-0.08, 0.78, -0.08], [-0.34, 0.14, -0.26], [0.17, -0.27, 0.06], [-0.10, -0.30, 0.04], [0.18, -0.12, 0.53], [-0.25, -0.55, 0.27], [0.22, 0.17, 0.33], [-0.09, -0.60, -0.38], [0.22, -0.16, -0.40], [-0.48, 0.20, -0.44], [0.07, -0.08, 0.03], [0.00, 0.03, 0.00], [0.46, -0.38, 0.14], [-0.31, -0.30, -0.42], [-0.05, -0.05, -0.14], [-0.48, 0.06, -0.45], [-0.02, 0.13, 0.08], [-0.51, -0.53, -0.33], [0.28, 0.08, -0.25], [0.12, -0.12, -0.19], [-0.09, -0.56, 0.04], [0.72, -0.27, -0.01], [0.21, 0.10, 0.04], [0.20, -0.07, 0.04], [-0.74, 0.52, 0.36], [-0.14, 0.11, 0.64], [0.26, 0.13, 0.18], [-0.02, 0.09, -0.12], [0.06, 0.18, -0.26], [-0.41, -0.55, -0.16], [0.15, 0.11, -0.06], [-0.16, 0.66, 0.00], [-0.30, -0.10, 0.04], [-0.09, 0.11, -0.03], [-0.11, -0.07, -0.29], [-0.09, 0.14, 0.03], [-0.19, -0.48, -0.04], [0.08, -0.01, -0.18], [-0.02, 0.34, -0.05], [0.01, -0.03, 0.11], [-0.08, 0.07, 0.36]], "homo_energy_ev": [-7.26, -7.33], "orbital_gap_ev": [9.51, 8.82], "e_above_lowest_kcal_mol": 0.0, "s2": 0.755, "spin_multiplicity": 2, "charge": -1}